The following is a DFT calculation (wB97M-V/def2-TZVPD) of a 2-piece molecular cluster, C3H4FO2 overall at a distorted geometry.

Properties
Energy, eV: -9973.301
Orbital gap (alpha / beta), eV: 8.3091 / 7.3807
M, g mol⁻¹: 91.06
Total charge: +1
ΔE to the lowest compared entry with this formula, charge and spin, kcal per mole: 110.2

Positions of all 10 atoms, in Å:
F -0.8268 0.3137 0.2122
O 2.9882 0.7755 0.0072
O 1.3931 -0.9331 0.0549
C 0.3407 -1.5247 0.0680
C 2.0219 0.1436 0.0077
C -0.3904 1.4811 -0.0561
H -0.2042 -1.7400 -0.8611
H 0.2109 1.9017 0.7379
H -0.1982 1.7684 -1.0863
H -0.1939 -1.9322 1.0252